(1)
Formula: C26H26IN9O6S2Ti
Source: the Open Molecules 2025 dataset
Level of theory: ωB97M-V/def2-TZVPD

XYZ file:
```
71
Properties=species:S:1:pos:R:3:forces:R:3:lowdin_spin:R:1
I 0.352612 -2.446066 2.864741 -0.064 0.119 -0.196 0.000
Ti 0.173646 -0.578213 0.966371 -0.244 -0.433 0.139 -0.003
S 4.933793 3.496413 1.067066 0.236 0.122 -0.061 0.774
S -2.078174 3.601737 0.325252 0.029 0.011 0.004 0.000
O 5.637204 -0.119389 -2.574733 -0.025 0.071 -0.079 0.000
O -1.621562 -0.093494 1.166663 0.675 -0.032 -0.091 0.000
O 2.676070 2.174155 -0.204767 -0.031 0.202 -0.196 0.030
O -4.077433 -3.732856 -1.831219 0.015 -0.077 0.085 0.000
O 4.790939 1.638564 -1.550876 -0.009 0.124 -0.061 0.008
O 0.783959 1.051504 0.021142 -0.051 -0.007 -0.119 0.001
N 1.167552 0.798458 2.501686 -0.012 -0.009 0.241 0.017
N -4.597653 3.188008 -0.373881 0.060 0.093 -0.017 0.000
N -0.622420 -1.955965 -0.478333 -0.044 0.157 0.112 0.000
N 2.585894 -3.481224 -0.028947 0.001 0.028 -0.059 0.000
N 1.777166 -1.179092 -0.000989 -0.315 0.288 0.036 0.001
N -3.064279 1.934502 -1.506589 -0.077 0.041 0.056 0.000
N -1.815294 1.310273 -1.631820 -0.047 -0.029 0.025 0.000
N -5.167516 -0.021334 0.779811 -0.142 -0.049 -0.087 0.000
N 4.032253 4.979989 3.102169 0.077 -0.189 -0.181 0.004
C -3.825732 1.082843 2.478156 -0.026 -0.066 -0.018 0.000
C -2.963805 -1.267125 -0.374225 0.087 -0.025 0.099 0.000
C 1.720574 -2.470455 -0.589860 -0.057 0.040 0.158 0.000
C 3.000594 2.818385 2.684417 -0.084 0.036 0.066 0.030
C 4.780547 0.342222 -1.869371 0.115 -0.211 0.267 0.001
C -4.257919 -1.481113 -0.897498 0.000 0.001 -0.041 0.000
C 0.201455 -3.708090 -2.044448 -0.056 0.030 0.037 0.000
C -3.300120 2.877994 -0.559325 0.007 0.019 -0.096 0.000
C -2.821719 -0.386223 0.694068 -0.175 -0.189 -0.007 0.000
C 3.409325 1.500529 2.844056 0.001 0.030 0.008 0.029
C 2.440720 0.512175 2.770530 0.063 -0.034 -0.007 0.003
C 2.597729 -3.821509 -2.521156 -0.090 0.038 0.079 0.000
C 4.001190 3.872154 2.402003 -0.198 0.072 0.260 0.078
C 2.048536 1.120452 -0.262721 -0.173 -0.215 -0.032 0.002
C 1.647098 3.125635 2.576859 0.107 0.017 0.033 0.008
C 2.634678 -0.239711 -0.558070 -0.032 -0.072 -0.030 0.000
C 0.372311 -2.779989 -1.084961 0.194 -0.114 -0.060 0.000
C -3.972136 0.198051 1.280314 0.211 0.082 0.042 0.000
C 2.912833 -2.962761 -1.372712 0.059 -0.063 -0.044 0.000
C 0.760611 2.073020 2.475548 -0.061 -0.003 -0.027 -0.002
C -4.508723 -2.401292 -2.066227 -0.038 0.071 -0.072 0.000
C -1.830344 -1.974300 -0.928200 -0.074 -0.051 -0.111 0.000
C -5.303927 -0.826440 -0.288381 0.074 0.022 0.059 0.000
C 4.102579 -2.034303 -1.419532 0.021 0.001 -0.042 0.001
C 3.753124 -0.570479 -1.243700 -0.056 0.028 -0.015 0.008
C 1.342137 -4.243438 -2.756029 0.066 0.033 0.034 0.000
H 1.300442 4.139531 2.435740 -0.035 0.015 -0.003 0.000
H -4.808028 3.960412 0.234149 0.025 -0.029 -0.018 0.000
H -3.839617 1.356105 -1.798872 0.047 -0.003 -0.010 0.000
H 3.441477 5.080965 3.915805 -0.007 -0.014 0.005 0.001
H 1.148349 -4.932431 -3.565852 0.000 -0.019 -0.020 0.000
H -3.953194 -2.067902 -2.946420 -0.035 0.003 0.030 0.000
H -1.410511 1.306343 -0.696771 0.194 0.101 -0.185 0.000
H 4.654708 5.741142 2.870485 -0.001 0.025 0.005 0.004
H -3.290730 1.995563 2.206824 -0.009 -0.002 0.042 0.000
H 3.408337 -4.114437 -3.174553 0.032 -0.012 -0.033 0.000
H 4.628184 -2.136053 -2.368595 -0.026 0.010 0.027 0.000
H 3.988312 1.889822 -1.033648 -0.009 -0.047 -0.055 0.002
H -1.209413 1.890676 -2.204959 -0.089 0.068 0.067 0.000
H 4.810366 -2.319257 -0.634842 0.011 -0.009 -0.020 0.001
H 4.452125 1.241411 2.958372 0.004 -0.041 0.010 0.000
H -2.043708 -2.608675 -1.782461 -0.010 0.037 0.038 0.000
H 2.693789 -0.541258 2.831988 -0.011 0.050 -0.002 0.000
H -4.604851 -4.110772 -1.117871 0.026 0.003 -0.039 0.000
H -5.571015 -2.370407 -2.324916 0.026 0.018 0.002 0.000
H -5.307669 2.890447 -1.021875 -0.030 -0.053 0.023 0.000
H -0.782327 -4.014046 -2.374058 -0.023 -0.008 0.002 0.000
H 2.152609 -4.398808 -0.100700 0.003 -0.010 0.023 0.000
H -0.285932 2.248649 2.248492 0.026 0.001 0.023 0.000
H -6.315951 -0.961437 -0.651980 -0.031 -0.012 -0.012 0.000
H -3.252035 0.577442 3.256700 0.010 0.009 0.011 0.000
H -4.812089 1.334773 2.857539 -0.008 0.012 0.000 0.000
```
Forces are in eV/Å.

Calculated values
multiplicity: 2
gap between HOMO and LUMO (alpha / beta): 6.122 / 3.568 eV
HOMO (alpha / beta): -10.7 / -10.7 eV
charge: +1
calculated total energy: -3894.0513 a.u.

(2)
Formula: C5H7N
Source: the Open Molecules 2025 dataset
Level of theory: ωB97M-V/def2-TZVPD

XYZ file:
```
13
Properties=species:S:1:pos:R:3:forces:R:3:nbo_charge:R:1
N -0.533365 -1.030204 0.185641 -0.211 0.067 -0.023 -0.514
C -1.947056 0.685134 -0.599014 0.374 -0.096 0.052 -0.408
C -0.740512 1.189116 -0.177860 -0.057 0.195 -0.163 -0.178
C 0.213185 0.187758 0.409064 -0.119 0.136 0.117 -0.146
C 1.655224 0.133887 -0.065459 0.060 0.060 -0.033 -0.605
C -1.702997 -0.715357 -0.361836 0.015 -0.263 0.031 0.153
H 2.126775 1.103086 0.117082 -0.018 -0.135 -0.018 0.226
H 2.230924 -0.630953 0.467867 -0.095 0.125 -0.060 0.210
H 1.705513 -0.072649 -1.137322 -0.053 0.019 0.091 0.222
H -0.450117 2.240904 -0.128904 -0.137 -0.160 -0.065 0.198
H -2.382233 -1.543243 -0.573803 0.089 0.155 0.002 0.194
H 0.153247 0.433414 1.479199 0.237 -0.238 0.106 0.237
H -0.213724 -1.956507 0.431336 -0.084 0.134 -0.036 0.412
```
Forces are in eV/Å.

Calculated values
gap between HOMO and LUMO: 7.552 eV
HOMO: -7.3 eV
charge: 0
calculated total energy: -249.3562 a.u.

(3)
Formula: CClF2O2S
Source: the Open Molecules 2025 dataset
Level of theory: ωB97M-V/def2-TZVPD

XYZ file:
```
7
Properties=species:S:1:pos:R:3:forces:R:3:nbo_charge:R:1
Cl -2.834459 0.288250 -0.831398 0.664 0.116 -0.047 -0.465
S -1.051856 -0.084163 0.507527 -0.747 -2.751 -0.780 0.866
F 1.484423 0.370385 0.794392 0.379 -0.021 -1.270 -0.404
F 1.203021 -1.565953 -0.027719 -0.167 -0.150 -1.098 -0.372
O 1.124368 0.247880 -1.488688 0.687 -1.303 1.070 -0.660
O -0.948139 1.003736 1.444914 -0.069 2.099 1.306 -0.924
C 1.022644 -0.260132 -0.399025 -0.747 2.009 0.819 0.958
```
Forces are in eV/Å.

Calculated values
gap between HOMO and LUMO (alpha / beta): 7.293 / 7.293 eV
HOMO (alpha / beta): -3.6 / -3.6 eV
charge: -1
calculated total energy: -1246.7446 a.u.

(4)
Formula: C5H10O2
Source: the Open Molecules 2025 dataset
Level of theory: ωB97M-V/def2-TZVPD

XYZ file:
```
17
Properties=species:S:1:pos:R:3:forces:R:3:nbo_charge:R:1
O -0.256684 5.021023 0.649372 -0.397 -0.794 -0.514 -0.923
O 0.449229 -0.233049 1.722171 0.031 -0.007 -1.081 -0.663
C 1.543643 -0.923404 -2.380129 -0.379 -0.475 0.774 -0.385
C 1.184394 -0.748866 -1.075291 -0.691 2.865 -1.077 -0.222
C -0.436521 -0.725991 0.801982 -0.221 -1.117 0.487 0.371
C -1.512889 -1.555330 1.458728 -0.005 -0.119 0.725 -0.674
C -0.167310 -0.864855 -0.511058 1.379 -2.615 0.760 -0.370
H -1.271556 -1.690602 2.514310 0.132 0.354 0.023 0.234
H -0.531744 4.944402 -0.272793 0.176 0.694 -0.193 0.461
H 1.762200 0.068810 -0.621788 -0.309 0.341 -0.150 0.159
H -1.386807 -2.559795 1.057395 -0.477 0.007 -0.227 0.227
H 1.265262 -0.172880 1.203268 0.227 0.401 0.575 0.482
H -0.489298 4.116227 0.896347 0.222 0.084 0.708 0.462
H 1.808994 -0.023756 -2.926229 1.630 -0.482 0.082 0.206
H -2.557040 -1.251619 1.452503 0.050 0.225 -0.498 0.233
H 1.406172 -1.859283 -2.907806 -0.994 0.295 -0.356 0.190
H -0.810045 -1.541024 -1.060988 -0.373 0.344 -0.037 0.213
```
Forces are in eV/Å.

Calculated values
gap between HOMO and LUMO: 7.811 eV
HOMO: -7.8 eV
charge: 0
calculated total energy: -346.8703 a.u.

Across the entries above, relative energy (zero: lowest compared OMol25 entry of this formula, charge and spin) takes the values 84.8; 73.4; 11.3; 97.3 kcal/mol, respectively.